i:
Here is 8 unconnected molecules or ions with the total composition H16O8 from the Open Molecules 2025 dataset. Energies are from wB97M-V/def2-TZVPD.

Output
net charge = 0
Kohn-Sham gap = 9.230 eV

Bonds (Å) are listed after each position.
Atoms and positions in Å:
1 O -1.383 -0.950 1.885  H2 0.967, H3 0.997
2 H -1.827 -0.386 2.533  O1 0.967
3 H -1.556 -1.848 2.283  O1 0.997
4 O -0.704 3.150 0.211  H5 0.922, H6 0.980
5 H -0.106 2.785 -0.389  O4 0.922
6 H -0.196 2.953 1.025  O4 0.980
7 O 0.351 -0.124 -0.126  H8 0.980, H9 0.959
8 H -0.117 -0.646 0.559  O7 0.980
9 H 1.027 -0.791 -0.257  O7 0.959
10 O -3.549 -1.261 0.476  H11 0.942, H12 0.974
11 H -2.670 -0.972 0.655  O10 0.942
12 H -4.103 -1.310 1.276  O10 0.974
13 O 1.566 -2.253 -1.083  H14 0.954, H15 0.950
14 H 2.373 -2.752 -0.984  O13 0.954
15 H 0.805 -2.778 -0.864  O13 0.950
16 O 0.454 1.717 -1.889  H17 0.985, H18 0.964
17 H 0.452 0.863 -1.398  O16 0.985
18 H 1.296 2.094 -1.609  O16 0.964
19 O 2.704 -0.868 -3.199  H20 0.931, H21 0.949
20 H 2.284 -1.438 -2.594  O19 0.931
21 H 1.970 -0.692 -3.774  O19 0.949
22 O 0.482 2.200 2.428  H23 0.963, H24 0.947
23 H -0.231 1.834 2.961  O22 0.963
24 H 0.688 1.465 1.867  O22 0.947

Löwdin population analysis, charges in e, atoms 1 to 4: number 1, O, carries -0.064; number 2, H, carries 0.080; number 3, H, carries 0.112; number 4, O, carries -0.062



ii:
Here is 8 unconnected molecules or ions with the total composition H16O8 from the Open Molecules 2025 dataset. Energies are from wB97M-V/def2-TZVPD.

Output
net charge = 0
Kohn-Sham gap = 8.368 eV

Bonds (Å) are listed after each position.
Atoms and positions in Å:
1 H 1.276 -0.973 -1.358  O17 0.964
2 H 0.977 -0.270 -0.044  O17 0.964
3 H 1.591 -2.349 0.398  O18 0.964
4 H 2.828 -2.894 1.094  O18 0.964
5 H 0.385 3.142 0.994  O19 0.964
6 H -0.058 2.342 2.208  O19 0.964
7 H -3.232 -1.750 -1.156  O20 0.964
8 H -1.870 -1.770 -0.481  O20 0.964
9 H -2.456 1.114 -1.249  O21 0.964
10 H -3.503 0.269 -1.956  O21 0.964
11 H -4.706 -0.982 1.248  O22 0.964
12 H -3.425 -0.315 0.774  O22 0.964
13 H 6.836 -0.140 0.571  O23 0.964
14 H 6.017 -0.681 -0.589  O23 0.964
15 H -0.519 1.971 -0.019  O24 0.964
16 H -0.444 3.249 -0.838  O24 0.964
17 O 1.702 -0.493 -0.639  H1 0.964, H2 0.964
18 O 2.239 -2.131 1.078  H3 0.964, H4 0.964
19 O -0.368 3.004 1.580  H5 0.964, H6 0.964
20 O -2.806 -1.925 -0.309  H7 0.964, H8 0.964
21 O -3.143 0.459 -1.082  H9 0.964, H10 0.964
22 O -3.791 -1.174 1.011  H11 0.964, H12 0.964
23 O 6.679 -0.015 -0.371  H13 0.964, H14 0.964
24 O -0.209 2.314 -0.865  H15 0.964, H16 0.964

Löwdin population analysis, charges in e, atoms 1 to 4: number 1, H, carries 0.046; number 2, H, carries 0.032; number 3, H, carries 0.019; number 4, H, carries 0.038



Going by the computed energies, the most stable comes first: i, ii.